16
Properties=species:S:1:pos:R:3:nbo_charge:R:1 method="wB97M-V/def2-TZVPD" spin_multiplicity=3 s_squared=2.006 e_above_lowest_kcal_mol=26.9 orbital_gap_ev="7.986 / 5.171" total_charge=+2 homo_energy_ev="-17.2 / -17.2"
Tm 3.360 0.305 0.645 1.93
O 0.803 -0.872 1.107 -0.70
O -3.324 0.438 0.531 -0.20
O 1.099 0.993 -0.012 -0.88
O -6.096 0.981 0.505 -0.48
O -5.565 -1.191 0.208 -0.46
O -0.952 0.445 0.689 -0.55
C 0.356 0.096 0.478 0.99
C -5.458 -0.018 0.388 0.93
C -1.378 1.810 0.419 -0.10
C -2.891 1.787 0.494 -0.18
H -2.273 -0.112 0.647 0.56
H -0.944 2.460 1.186 0.24
H -3.226 2.314 1.400 0.33
H -3.286 2.269 -0.409 0.32
H -1.035 2.076 -0.588 0.25


16
Properties=species:S:1:pos:R:3:nbo_charge:R:1 method="wB97M-V/def2-TZVPD" spin_multiplicity=2 s_squared=0.771 e_above_lowest_kcal_mol=41.8 orbital_gap_ev="8.002 / 6.525" total_charge=+2 homo_energy_ev="-17.6 / -17.6"
Yb 0.726 -9.013 -0.055 1.94
O 0.070 -2.400 -0.390 -0.70
O 0.042 0.042 -0.083 -0.23
O 0.830 -4.599 -0.941 -0.55
O 1.326 -6.437 -2.147 -0.64
O 0.235 -6.597 -0.215 -0.90
O -1.392 -1.180 1.143 -0.20
C 1.019 -2.302 -1.438 -0.11
C -0.513 -0.950 0.339 0.99
C 1.206 -3.686 -2.022 -0.08
C 0.692 -5.987 -1.214 0.99
H 0.506 -3.858 -2.848 0.22
H 0.657 -1.636 -2.232 0.23
H 0.187 -3.832 -0.237 0.59
H 1.976 -1.943 -1.030 0.21
H 2.245 -3.910 -2.278 0.24


11
Properties=species:S:1:pos:R:3:nbo_charge:R:1 method="wB97M-V/def2-TZVPD" spin_multiplicity=1 e_above_lowest_kcal_mol=83.3 orbital_gap_ev="7.300 / 7.302" homo_energy_ev="-7.7 / -7.7"
P -0.517 -0.957 0.852 1.44
O -1.302 -1.244 2.074 -1.05
C 0.747 0.320 1.427 -1.00
C -0.747 -0.344 -2.209 -0.12
C 0.128 0.412 -1.550 -0.17
C -0.968 -0.085 -0.774 -0.33
H 1.120 0.862 -1.370 0.25
H 1.812 0.306 1.140 0.23
H 0.224 1.174 1.199 0.23
H 0.609 0.194 2.470 0.25
H -1.106 -0.637 -3.260 0.26


11
Properties=species:S:1:pos:R:3:nbo_charge:R:1 method="wB97M-V/def2-TZVPD" spin_multiplicity=1 e_above_lowest_kcal_mol=94.5 orbital_gap_ev="5.626 / 5.627" homo_energy_ev="-5.6 / -5.6"
P -0.966 -1.306 0.010 0.20
O 0.423 -0.198 0.020 -0.59
C 2.967 0.293 0.015 -0.14
C 2.885 -1.061 -0.022 -0.15
C 1.672 -0.265 -0.017 0.48
C -2.222 0.066 -0.016 -0.95
H -1.708 1.020 0.073 0.23
H 3.369 -2.006 -0.019 0.25
H 3.606 1.146 0.065 0.24
H -2.905 -0.066 0.822 0.21
H -2.801 0.042 -0.939 0.21